DFT (the ωB97M-V functional and the def2-TZVPD basis) results for a 12-piece molecular cluster, C41H89N7O12 overall.

Last column: Löwdin charge in e.
Atoms and positions in Å:
O 1.362 0.485 -2.763  -0.13
O 4.846 6.184 1.602  -0.01
O 7.203 -5.315 2.393  -0.15
O -3.695 -7.650 -9.474  0.00
O -8.846 -0.448 2.935  -0.19
O -7.703 6.665 -4.317  -0.16
O -9.596 -4.488 -4.009  0.03
O 10.909 1.202 -5.111  -0.03
O 3.224 -7.375 -1.567  -0.02
O 7.050 1.759 8.198  0.02
O -2.496 5.321 2.539  -0.13
O -0.347 -2.851 4.824  -0.03
N -1.701 -2.026 6.513  -0.19
N -2.115 -6.177 -8.655  -0.19
N 2.665 -9.091 -0.048  -0.20
N -8.008 -3.032 -4.395  -0.15
N 9.571 2.321 -3.497  -0.17
N 4.915 7.365 -0.260  -0.22
N 5.207 0.834 7.195  -0.21
C 8.797 -4.202 1.291  -0.17
C -8.104 8.001 -4.340  -0.21
C 8.226 1.959 -4.098  -0.03
C -8.145 7.200 -2.045  -0.15
C 4.207 1.043 6.139  -0.05
C 0.927 -0.071 -1.574  -0.24
C 4.808 -0.077 8.239  -0.06
C 4.674 7.524 -1.683  -0.07
C 7.008 -3.916 2.670  -0.24
C -1.506 6.374 2.467  -0.17
C -1.878 -0.689 5.972  -0.06
C -9.256 -3.353 -4.191  -0.40
C -7.829 8.449 -2.853  -0.16
C -7.676 -1.640 -4.646  -0.08
C -2.143 -2.183 7.927  -0.05
C 10.754 1.851 -4.035  -0.29
C -2.939 -7.265 -8.574  -0.31
C -7.078 -1.686 3.161  -0.22
C -1.972 -5.362 -9.867  -0.05
C 8.337 -3.437 2.495  -0.23
C -2.411 6.524 4.515  -0.24
C -0.941 0.372 -2.939  -0.14
C 3.049 -7.820 -0.409  -0.29
C -8.611 -1.791 3.372  -0.15
C -1.042 6.532 3.982  -0.14
C 8.371 -5.642 1.646  -0.17
C 5.288 8.569 0.350  -0.07
C -8.038 0.078 1.876  -0.17
C -3.289 5.731 3.621  -0.24
C 6.255 1.694 7.294  -0.36
C -1.272 -5.787 -7.560  -0.08
C -6.940 -1.013 1.878  -0.18
C -1.026 -3.018 5.858  -0.31
C -6.794 -3.944 -4.392  -0.01
C 4.622 6.225 0.401  -0.32
C -7.701 6.045 -3.047  -0.18
C -0.480 0.375 -1.528  -0.22
C 2.545 -9.419 1.359  -0.08
C 0.348 1.001 -3.538  -0.22
C 2.174 -10.170 -0.885  -0.05
C 9.588 3.066 -2.227  -0.08
H -3.460 4.814 4.184  0.12
H -8.623 0.174 0.961  0.11
H 5.004 -1.037 7.761  0.10
H -8.200 5.086 -2.908  0.11
H -0.950 -0.654 -3.306  0.12
H 2.738 -11.100 -0.814  0.09
H 5.615 8.378 1.372  0.09
H -1.005 -6.603 -6.888  0.09
H -1.853 0.906 -3.207  0.11
H 6.344 -3.339 2.027  0.12
H -6.628 5.879 -2.953  0.11
H -2.852 -0.208 6.065  0.09
H -7.276 -1.113 -3.781  0.08
H -0.445 7.379 4.321  0.11
H -7.483 8.540 -5.055  0.11
H -0.683 6.159 1.786  0.11
H 3.767 0.071 8.527  0.08
H -2.362 -4.345 -9.919  0.09
H 9.884 -4.140 1.255  0.11
H -8.594 -1.085 -4.842  0.08
H 7.671 2.830 -4.447  0.08
H -7.834 1.124 2.105  0.11
H 3.273 -10.157 1.696  0.09
H 8.310 1.109 -4.775  0.08
H -5.884 -0.765 1.770  0.12
H 4.747 1.627 5.394  0.08
H 9.027 3.996 -2.318  0.07
H -2.872 -7.701 -7.565  0.13
H -1.547 -0.674 4.933  0.08
H 6.666 -3.868 3.704  0.13
H -6.812 8.818 -2.719  0.11
H 7.567 1.414 -3.422  0.08
H -6.755 -2.724 3.079  0.11
H -0.358 -5.505 -8.082  0.08
H -0.960 -3.953 6.437  0.13
H -9.197 6.961 -1.887  0.10
H 8.250 -2.351 2.511  0.13
H 5.252 0.078 9.222  0.09
H -0.900 -5.297 -10.056  0.08
H 5.585 7.851 -2.184  0.09
H 6.239 8.839 -0.109  0.10
H 4.376 6.610 -2.197  0.08
H 9.129 2.762 -1.287  0.09
H 8.148 -6.271 0.784  0.12
H -9.082 -2.407 2.606  0.12
H -7.625 7.200 -1.087  0.10
H 1.489 0.458 -0.804  0.12
H -9.968 -2.515 -4.248  0.14
H -1.647 -2.987 8.470  0.08
H -2.775 7.547 4.618  0.12
H -8.484 9.309 -2.717  0.10
H -7.369 -1.639 1.096  0.12
H 4.484 9.305 0.345  0.10
H -2.487 6.091 5.512  0.11
H -2.212 -5.940 -10.760  0.09
H -5.988 -3.598 -3.745  0.08
H -7.056 -1.421 -5.515  0.09
H -3.199 -2.444 7.853  0.08
H -1.170 -0.046 6.494  0.09
H 8.942 -3.758 3.343  0.13
H 1.127 -10.300 -0.614  0.09
H -2.033 -1.291 8.543  0.08
H -2.003 7.250 2.051  0.11
H 8.495 -3.803 0.323  0.12
H 11.553 2.036 -3.300  0.12
H 1.584 -9.858 1.630  0.09
H -4.211 6.196 3.272  0.12
H 2.152 -9.777 -1.902  0.09
H -6.984 -4.972 -4.083  0.08
H 1.038 -1.150 -1.468  0.13
H 3.065 -7.234 0.523  0.12
H 6.390 2.273 6.367  0.13
H 0.521 0.551 -4.516  0.12
H -9.114 8.195 -4.701  0.11
H 3.363 1.620 6.517  0.09
H -0.589 1.282 -0.933  0.12
H 2.782 -8.537 1.954  0.08
H -1.480 -4.916 -6.938  0.09
H -0.891 -0.408 -0.890  0.11
H -6.549 -1.336 4.047  0.12
H 4.365 5.331 -0.189  0.14
H -6.330 -4.165 -5.353  0.08
H -0.488 5.613 4.172  0.11
H 0.422 2.089 -3.535  0.12
H 9.171 -6.068 2.250  0.11
H 3.911 0.128 5.627  0.09
H 3.844 8.192 -1.916  0.09
H 10.587 3.495 -2.153  0.08
H -8.964 -1.920 4.395  0.12

Values from the calculation:
Structure (SMILES): CN(C)C=O.CN(C)C=O.CN(C)C=O.CN(C)C=O.CN(C)C=O.CN(C)C=O.CN(C)C=O.C1CCOC1.C1CCOC1.C1CCOC1.C1CCOC1.C1CCOC1
Energy relative to the best compared isomer or geometry (same formula, charge and spin) (kJ/mol): 881.59
LUMO (Ha): -0.00014
Highest occupied orbital energy (eV): -9.381
HOMO-LUMO gap (eV): 9.377

---

DFT (the ωB97M-V functional and the def2-TZVPD basis) results for the molecule C4H9NO2.

Last column: natural (NBO) charge in e.
Atoms and positions in Å:
O 0.927 1.215 2.028  -0.71
O 2.117 0.699 -0.302  -0.54
N -0.614 -0.248 0.986  -0.62
C 1.079 0.312 -0.806  0.43
C 0.146 -0.750 -0.177  -0.17
C -0.798 -1.290 -1.239  -0.62
C -0.236 1.125 1.281  0.09
H -1.475 -0.500 -1.598  0.21
H 0.782 0.756 -1.775  0.13
H -1.409 -2.093 -0.819  0.23
H 1.660 0.972 1.435  0.49
H -0.139 1.663 0.316  0.12
H -1.615 -0.290 0.791  0.36
H -1.023 1.645 1.817  0.18
H -0.248 -1.691 -2.095  0.22
H 0.847 -1.526 0.155  0.21

Values from the calculation:
Structure (SMILES): C[C@@H](C=O)NCO
Energy relative to the best compared isomer or geometry (same formula, charge and spin) (kJ/mol): 210.11
LUMO (Ha): 0.01885
Highest occupied orbital energy (eV): -9.380
HOMO-LUMO gap (eV): 9.893

---

Number 1: molar mass 872.2 g/mol. Number 2: molar mass 103.1 g/mol.